Formula: C3H4N2OS
Source: the Open Molecules 2025 dataset
Level of theory: wB97M-V/def2-TZVPD

Each line ends with the Löwdin charge.
Cartesian coordinates (Å):
C: -0.89041 -1.70533 -0.34303  -0.22
C: -1.02757 -0.29905 -0.00874  -0.52
C: 1.53852 0.15426 0.14805  -0.10
N: -0.78272 -2.82555 -0.65308  0.17
N: 0.16059 0.50579 0.03167  -0.07
O: -2.13714 1.94425 0.05885  -0.60
S: -2.50398 0.50167 0.12031  0.95
H: 1.63500 -0.75075 -0.32426  0.04
H: 2.08474 0.92536 -0.34135  0.08
H: 2.07670 0.01300 1.17732  0.12
H: -0.15373 1.53637 0.13426  0.14

Summary:
E_HOMO (alpha / beta) = -8.764 / -8.766 eV
multiplicity = 1
relative energy (zero: lowest compared OMol25 entry of this formula, charge and spin) = 252.0 kJ/mol
net charge = 0
total energy = -19036.437 eV


Formula: C4H10NOP
Source: the Open Molecules 2025 dataset
Level of theory: wB97M-V/def2-TZVPD

Each line ends with the Löwdin charge.
Cartesian coordinates (Å):
C: 0.76752 -0.73265 -0.10243  -0.04
C: 3.08783 -0.98630 0.30597  -0.13
C: -1.37018 1.41615 0.00638  -0.38
C: -1.32485 0.08367 0.67537  -0.46
N: 1.74803 -0.55612 0.59911  -0.07
O: -0.26234 2.21896 0.32358  -0.08
P: -2.28658 -1.33496 0.16178  0.75
H: 0.56393 -1.18348 -1.06124  0.07
H: 3.21390 -1.33879 -0.72529  0.08
H: 3.33505 -1.79372 0.99582  0.08
H: 3.76318 -0.15252 0.49691  0.08
H: -2.24371 1.98820 0.35231  0.12
H: -1.46385 1.29143 -1.08590  0.10
H: -1.05574 0.09476 1.72740  0.06
H: 0.53210 1.67532 0.28498  0.05
H: -2.42784 -0.94278 -1.17194  -0.12
H: -3.55733 -0.82315 0.46897  -0.12

Summary:
E_HOMO (alpha / beta) = -8.024 / -8.024 eV
multiplicity = 1
relative energy (zero: lowest compared OMol25 entry of this formula, charge and spin) = 450.0 kJ/mol
net charge = 0
total energy = -17132.304 eV


Formula: C4H8NOS
Source: the Open Molecules 2025 dataset
Level of theory: wB97M-V/def2-TZVPD

Each line ends with the Mulliken spin population.
Cartesian coordinates (Å):
C: -0.58999 -0.96335 0.75854  0.60
C: 0.08000 0.88748 -0.47875  0.00
C: -1.12001 1.36504 0.29738  0.06
C: 1.79382 -1.00472 0.00496  0.00
N: 0.41643 -0.44021 0.12628  0.33
O: -2.36424 -0.32142 -1.03484  0.57
S: -2.18615 -0.05997 0.32284  0.37
H: -0.46498 -1.96161 1.21045  0.02
H: -0.31082 0.53731 -1.52293  0.01
H: 1.01744 1.46730 -0.65599  0.01
H: -0.81041 1.56205 1.29219  0.01
H: -1.59263 2.34297 -0.06936  0.00
H: 2.13250 -0.53839 -1.03082  0.00
H: 1.73641 -2.13229 -0.14712  0.01
H: 2.26262 -0.74020 0.92717  0.01

Summary:
E_HOMO (alpha / beta) = -11.403 / -15.470 eV
multiplicity = 3
relative energy (zero: lowest compared OMol25 entry of this formula, charge and spin) = 182.7 kJ/mol
net charge = +1
total energy = -18637.655 eV